A cluster of 6 separate species, C2H18NO5 in total at a distorted geometry, computed with wB97M-V/def2-TZVPD.

Atoms and positions in Å:
C1 -1.738 -0.966 -1.841
C2 -1.425 0.208 -1.004
N1 0.254 0.291 -0.691
H1 -1.597 -2.000 -1.526
H2 -2.853 -1.084 -1.869
H3 -1.383 -1.058 -2.886
H4 -1.397 1.251 -1.452
H5 -2.100 0.247 -0.045
H6 0.639 -0.714 -0.972
H7 0.563 0.358 0.282
H8 0.807 1.061 -1.117
H9 0.434 -1.975 2.890
H10 -0.492 -1.327 3.826
O1 0.230 -1.140 3.241
H11 2.738 2.110 0.080
H12 2.766 2.164 -1.461
O2 2.306 1.901 -0.694
H13 0.986 0.291 2.278
H14 2.391 0.751 1.809
O3 1.526 0.381 1.552
H15 2.390 -1.203 -3.452
H16 1.522 0.050 -3.903
O4 1.514 -0.686 -3.266
H17 -2.723 0.076 4.157
H18 -2.953 0.831 2.830
O5 -2.404 0.182 3.232

Maximum force ... 4.37 eV/Å
Energy above the lowest of the compared OMol25 structures with the same formula, charge and spin ... 52.2 kcal per mole
Charge ... +1
E_LUMO ... -2.679 eV
Kohn-Sham gap ... 11.839 eV
E_tot ... -517.667699 hartree
Highest occupied orbital energy ... -14.5 eV

---

A cluster of 7 separate species, C2H18O6 in total at a distorted geometry, computed with wB97M-V/def2-TZVPD.

Atoms and positions in Å:
C1 -0.253 -0.192 -3.098
C2 0.642 0.804 -2.357
H1 -0.891 0.323 -3.825
H2 -0.890 -0.765 -2.418
H3 0.260 -0.950 -3.689
H4 0.091 1.335 -1.589
H5 1.345 0.294 -1.706
H6 1.126 1.462 -3.084
H7 2.824 -0.600 2.143
H8 2.731 -1.284 0.672
O1 2.966 -1.389 1.601
H9 -3.504 0.728 1.442
H10 -3.448 0.324 0.041
O2 -3.496 1.131 0.568
H11 -0.771 2.091 2.360
H12 -1.445 1.766 0.837
O3 -0.790 2.169 1.413
H13 0.418 0.414 3.349
H14 0.238 -1.096 2.866
O4 -0.199 -0.270 3.076
H15 0.770 1.018 1.018
H16 2.284 1.447 0.876
O5 1.685 0.699 0.944
H17 0.065 -3.457 -0.874
H18 -0.909 -2.807 0.157
O6 -0.849 -3.194 -0.725

Structure (SMILES) ... CC.O.O.O.O.O.O
Maximum force ... 2.48 eV/Å
Energy above the lowest of the compared OMol25 structures with the same formula, charge and spin ... 23.7 kcal per mole
Charge ... 0
E_LUMO ... 0.082 eV
Kohn-Sham gap ... 11.133 eV
E_tot ... -538.395919 hartree
Highest occupied orbital energy ... -11.1 eV

---

A cluster of 8 separate species, C2H20O8 in total at a distorted geometry, computed with wB97M-V/def2-TZVPD.

Atoms and positions in Å:
C1 0.974 1.527 -0.577
O1 -0.480 1.282 -0.658
C2 1.286 1.796 -2.048
H1 1.062 2.443 0.066
H2 1.434 0.710 -0.061
H3 -0.748 1.458 0.269
H4 2.213 2.476 -2.039
H5 1.634 0.758 -2.315
H6 0.346 2.143 -2.600
H7 -1.597 -1.516 -2.607
H8 -2.212 -2.439 -3.455
O2 -1.358 -2.265 -2.938
H9 0.477 0.801 4.054
H10 0.174 2.053 3.340
O3 0.573 1.735 4.097
H11 1.515 -1.014 2.823
H12 0.591 -1.061 1.656
O4 0.597 -0.718 2.575
H13 -0.719 -0.595 -0.601
H14 -0.776 -2.159 -0.752
O5 -1.245 -1.409 -0.505
H15 -3.406 -0.789 -1.342
H16 -2.399 0.321 -1.797
O6 -3.048 -0.324 -2.145
H17 3.552 -1.162 0.747
H18 3.232 -2.652 0.593
O7 2.888 -1.808 0.790
H19 -1.730 -0.117 1.075
H20 -1.166 -0.017 2.482
O8 -1.667 0.540 1.873

Multiplicity ... 2
Maximum force ... 9.47 eV/Å
Charge ... -1
E_LUMO (alpha / beta) ... 2.921 / 2.857 eV
Kohn-Sham gap (alpha / beta) ... 2.682 / 10.843 eV
E_tot ... -690.033513 hartree
Highest occupied orbital energy (alpha / beta) ... 0.2 / -8.0 eV

---

A structure of composition C2H21CdO17V at a distorted geometry, computed with wB97M-V/def2-TZVPD.

Atoms and positions in Å:
Cd1 27.087 -11.710 16.859
O1 28.692 -11.112 13.006
V1 29.034 -12.644 13.378
C1 31.273 -11.937 13.882
O2 30.485 -11.997 14.820
O3 32.401 -11.185 13.961
O4 30.974 -12.573 12.883
H1 32.520 -10.604 14.714
C2 26.895 -12.852 14.502
O5 28.117 -12.752 15.120
O6 27.130 -13.029 13.280
O7 25.981 -12.302 15.073
O8 26.744 -9.807 12.395
H2 26.653 -10.128 11.481
H3 27.358 -10.433 12.804
O9 23.524 -13.287 15.466
H4 23.097 -12.682 16.101
H5 24.438 -13.065 15.472
O10 24.385 -10.836 13.313
H6 25.121 -10.341 12.973
H7 24.889 -11.363 13.887
O11 26.079 -15.566 13.619
H8 25.437 -15.460 14.278
H9 26.537 -14.722 13.431
O12 27.610 -9.836 15.217
H10 27.137 -9.183 15.748
H11 28.540 -9.545 15.092
O13 28.960 -12.952 11.168
H12 28.249 -13.536 10.885
H13 29.606 -13.054 10.500
O14 29.266 -14.685 13.726
H14 29.001 -15.365 14.390
H15 29.149 -15.393 13.122
O15 25.550 -12.602 11.275
H16 26.127 -12.648 12.069
H17 25.417 -11.682 11.237
O16 29.230 -11.338 17.102
H18 29.252 -10.383 17.093
H19 29.825 -11.683 16.471
O17 27.240 -13.955 17.430
H20 27.695 -14.625 16.916
H21 26.945 -14.288 18.290

Multiplicity ... 2
Maximum force ... 6.56 eV/Å
Charge ... +1
E_LUMO (alpha / beta) ... -6.125 / -6.126 eV
Kohn-Sham gap (alpha / beta) ... 5.692 / 6.150 eV
E_tot ... -2479.437470 hartree
Highest occupied orbital energy (alpha / beta) ... -11.8 / -12.3 eV

---

> What is the charge in the second record?

0

---

> Look up the charge of the fourth one.

+1

---

Please write out number 4 again, unchanged.
A structure of composition C2H21CdO17V at a distorted geometry, computed with wB97M-V/def2-TZVPD.

Atoms and positions in Å:
Cd1 27.087 -11.710 16.859
O1 28.692 -11.112 13.006
V1 29.034 -12.644 13.378
C1 31.273 -11.937 13.882
O2 30.485 -11.997 14.820
O3 32.401 -11.185 13.961
O4 30.974 -12.573 12.883
H1 32.520 -10.604 14.714
C2 26.895 -12.852 14.502
O5 28.117 -12.752 15.120
O6 27.130 -13.029 13.280
O7 25.981 -12.302 15.073
O8 26.744 -9.807 12.395
H2 26.653 -10.128 11.481
H3 27.358 -10.433 12.804
O9 23.524 -13.287 15.466
H4 23.097 -12.682 16.101
H5 24.438 -13.065 15.472
O10 24.385 -10.836 13.313
H6 25.121 -10.341 12.973
H7 24.889 -11.363 13.887
O11 26.079 -15.566 13.619
H8 25.437 -15.460 14.278
H9 26.537 -14.722 13.431
O12 27.610 -9.836 15.217
H10 27.137 -9.183 15.748
H11 28.540 -9.545 15.092
O13 28.960 -12.952 11.168
H12 28.249 -13.536 10.885
H13 29.606 -13.054 10.500
O14 29.266 -14.685 13.726
H14 29.001 -15.365 14.390
H15 29.149 -15.393 13.122
O15 25.550 -12.602 11.275
H16 26.127 -12.648 12.069
H17 25.417 -11.682 11.237
O16 29.230 -11.338 17.102
H18 29.252 -10.383 17.093
H19 29.825 -11.683 16.471
O17 27.240 -13.955 17.430
H20 27.695 -14.625 16.916
H21 26.945 -14.288 18.290

Multiplicity ... 2
Maximum force ... 6.56 eV/Å
Charge ... +1
E_LUMO (alpha / beta) ... -6.125 / -6.126 eV
Kohn-Sham gap (alpha / beta) ... 5.692 / 6.150 eV
E_tot ... -2479.437470 hartree
Highest occupied orbital energy (alpha / beta) ... -11.8 / -12.3 eV